No. 1
{
  "formula": "C19H33F3N4O9Ta",
  "method": "the ωB97M-V functional and the def2-TZVPD basis",
  "symbols": ["Ta", "O", "C", "O", "C", "O", "C", "C", "O", "O", "H", "H", "H", "H", "H", "C", "N", "C", "C", "O", "C", "O", "C", "C", "O", "N", "C", "C", "H", "H", "H", "H", "H", "H", "H", "H", "H", "H", "H", "H", "H", "H", "H", "H", "C", "N", "C", "C", "C", "N", "C", "C", "O", "H", "H", "H", "H", "H", "H", "H", "H", "H", "H", "H", "H", "F", "C", "F", "F"],
  "coordinates": [[0.47497, -0.75287, 0.54028], [4.51701, -0.09152, 1.85086], [3.52399, -0.82493, 1.47103], [2.49184, -0.30403, 0.99677], [3.79894, -2.29606, 1.65293], [2.71391, -3.08356, 1.30325], [1.98209, -3.75321, 2.31332], [0.59898, -3.14311, 2.43856], [-0.39493, -3.69769, 2.74976], [0.60543, -1.78144, 2.11730], [4.36976, 0.85985, 1.71344], [4.15353, -2.44294, 2.67868], [4.64748, -2.51706, 0.99375], [2.47566, -3.71312, 3.28900], [1.86592, -4.79739, 2.02852], [-4.23535, -3.19130, -1.02036], [-2.82394, -3.08312, -0.61598], [-2.05925, -4.34900, -0.59906], [-2.27157, -1.96804, -0.28474], [-1.02879, -1.93495, 0.07301], [-3.00020, -0.64071, -0.24571], [-2.02146, 0.33805, 0.05755], [-2.38058, 1.37432, 0.95457], [-1.24427, 1.52629, 1.95405], [-0.24541, 0.74242, 1.82317], [-1.31339, 2.40216, 2.91133], [-0.25740, 2.52857, 3.92623], [-2.46864, 3.29155, 3.11136], [-4.28030, -3.76752, -1.94235], [-4.68136, -2.21624, -1.18777], [-4.78355, -3.71806, -0.24080], [-1.56739, -4.48316, -1.56110], [-2.76617, -5.15596, -0.42968], [-1.32678, -4.32687, 0.20049], [-3.78901, -0.68090, 0.51042], [-3.45426, -0.42494, -1.21585], [-3.30879, 1.14122, 1.48069], [-2.52175, 2.30804, 0.40496], [0.45565, 1.71907, 3.82719], [-0.72438, 2.48961, 4.90856], [0.23720, 3.49111, 3.80557], [-3.09524, 3.34603, 2.22779], [-2.09586, 4.28936, 3.33190], [-3.05430, 2.93675, 3.95857], [-0.82104, 0.46990, -3.13864], [0.18689, 1.49402, -2.88166], [0.47808, 2.37402, -4.03315], [1.01598, 3.70398, -3.55842], [2.18893, 3.46336, -2.63578], [1.81591, 2.51018, -1.57075], [2.65312, 2.52526, -0.37741], [0.90145, 1.56748, -1.77106], [0.69460, 0.69163, -0.80938], [-1.68140, 0.95304, -3.59924], [-1.12568, -0.00350, -2.21435], [-0.42933, -0.28549, -3.81829], [-0.45266, 2.49840, -4.58244], [1.18726, 1.86434, -4.68931], [0.23658, 4.26598, -3.04121], [1.33718, 4.29604, -4.41362], [2.49845, 4.38513, -2.14785], [3.04935, 3.06533, -3.17896], [2.97169, 3.55059, -0.20682], [3.54061, 1.90507, -0.52255], [2.09999, 2.18333, 0.49293], [0.71226, -1.81003, -2.26237], [1.36578, -2.06301, -1.09015], [1.18291, -3.38229, -0.86544], [2.67504, -1.86746, -1.34558]],
  "forces_ev_per_angstrom": [[0.07, 0.20, 0.38], [-0.01, 0.01, -0.05], [0.07, 0.10, 0.14], [-0.13, -0.09, -0.02], [-0.04, 0.02, -0.01], [-0.03, -0.11, -0.05], [0.11, 0.15, -0.08], [0.08, 0.03, 0.06], [-0.09, 0.09, -0.04], [-0.03, -0.22, -0.35], [0.00, 0.00, 0.00], [-0.02, 0.02, 0.01], [-0.02, -0.02, 0.01], [-0.02, 0.01, 0.01], [-0.01, 0.00, 0.01], [0.02, -0.02, 0.01], [-0.03, 0.04, -0.01], [-0.03, 0.02, 0.00], [0.09, -0.11, 0.04], [0.00, 0.06, -0.19], [-0.02, 0.07, -0.06], [0.03, -0.06, 0.13], [-0.02, 0.00, -0.06], [-0.02, 0.07, 0.11], [0.15, 0.10, -0.13], [-0.03, -0.02, -0.04], [-0.01, 0.00, -0.01], [0.03, -0.01, 0.01], [0.00, 0.01, 0.00], [0.01, 0.00, 0.00], [0.00, 0.00, 0.00], [0.01, 0.00, 0.00], [0.01, 0.00, 0.00], [0.00, 0.00, 0.00], [0.01, 0.00, 0.01], [-0.02, -0.01, 0.02], [0.00, 0.00, 0.02], [-0.01, -0.02, -0.01], [0.00, 0.00, 0.00], [0.01, 0.00, 0.01], [0.01, 0.00, 0.01], [0.00, 0.00, -0.01], [0.00, 0.00, 0.00], [0.00, 0.00, 0.00], [0.01, -0.02, 0.00], [-0.02, 0.02, -0.11], [0.02, 0.01, 0.01], [0.02, -0.02, 0.01], [-0.01, 0.00, -0.01], [0.03, 0.03, -0.03], [0.00, 0.02, 0.00], [0.09, -0.10, 0.10], [-0.25, -0.26, 0.12], [-0.01, 0.00, 0.02], [0.02, 0.00, 0.00], [-0.01, 0.02, -0.01], [0.00, 0.01, 0.00], [0.00, -0.01, 0.00], [-0.01, 0.00, 0.00], [0.00, 0.01, 0.00], [0.00, 0.01, 0.00], [0.00, -0.01, 0.00], [0.00, 0.00, 0.01], [0.00, 0.00, -0.01], [-0.01, 0.02, -0.04], [0.01, 0.05, -0.03], [-0.03, -0.04, 0.06], [0.03, 0.01, -0.02], [0.01, -0.02, 0.02]],
  "nbo_charge": [2.52, -0.57, 0.89, -0.69, -0.18, -0.50, -0.18, 0.79, -0.47, -0.79, 0.53, 0.25, 0.27, 0.23, 0.26, -0.42, -0.27, -0.42, 0.69, -0.73, -0.16, -0.52, -0.16, 0.69, -0.74, -0.30, -0.43, -0.43, 0.26, 0.22, 0.25, 0.25, 0.25, 0.25, 0.24, 0.24, 0.24, 0.24, 0.24, 0.25, 0.24, 0.22, 0.25, 0.25, -0.40, -0.37, -0.22, -0.43, -0.21, -0.38, -0.41, 0.82, -0.77, 0.23, 0.20, 0.24, 0.24, 0.23, 0.22, 0.27, 0.24, 0.22, 0.24, 0.21, 0.21, -0.35, 0.59, -0.33, -0.33],
  "homo_ev": -17.652,
  "charge": 3,
  "de_lowest_ev": 0.000,
  "homo_lumo_gap_ev": 8.0,
  "e_tot_ev": -54309.804
}

***

No. 2
{
  "formula": "C19H33F8O7P",
  "method": "the ωB97M-V functional and the def2-TZVPD basis",
  "symbols": ["C", "C", "C", "C", "P", "C", "C", "O", "C", "O", "C", "F", "F", "C", "F", "F", "C", "F", "F", "C", "O", "O", "C", "C", "C", "C", "H", "H", "H", "H", "H", "H", "H", "H", "H", "H", "H", "H", "H", "H", "H", "H", "H", "H", "H", "H", "H", "H", "O", "C", "O", "C", "C", "C", "H", "H", "H", "H", "H", "H", "H", "H", "F", "O", "H", "H", "H", "F"],
  "coordinates": [[5.13761, 2.58226, -0.54577], [4.17048, 2.35011, 0.71764], [2.82673, 1.55844, 0.22745], [2.53678, 0.33894, 1.23561], [1.81585, -1.20936, 0.43778], [1.82311, -2.55715, 1.79530], [0.36855, -3.13713, 2.13163], [0.23467, -4.38794, 2.23697], [0.06016, -0.94159, -0.29342], [-0.50051, -2.01171, -0.69549], [-0.63448, 0.50736, -0.38702], [-0.46531, 1.08966, 0.92893], [0.06976, 1.40258, -1.26577], [-2.21403, 0.47087, -0.65111], [-2.73125, 1.69715, -0.09918], [-2.89403, -0.56549, 0.05238], [-2.65466, 0.46301, -2.19797], [-2.93532, 1.77570, -2.65324], [-3.91145, -0.24651, -2.27286], [-1.65461, -0.29475, -3.19227], [-0.81903, 0.37368, -3.86098], [-1.65227, -1.69659, -3.43582], [2.93630, -1.64934, -1.03482], [4.49638, -1.79479, -0.59969], [2.39818, -2.88161, -1.92119], [2.43163, -4.30899, -1.18459], [4.47745, 2.88874, -1.44530], [5.88262, 3.40236, -0.26486], [5.66812, 1.59368, -0.79266], [4.70430, 1.83165, 1.58359], [3.82037, 3.38373, 1.07605], [3.02597, 1.25429, -0.85403], [1.93850, 2.29829, 0.25814], [3.55285, 0.02385, 1.69597], [1.90463, 0.70239, 2.12729], [2.21087, -2.06479, 2.76904], [2.51565, -3.43364, 1.55119], [-0.54813, -2.46261, 2.32335], [-2.24294, -2.13587, -2.77893], [2.90274, -0.72261, -1.72985], [4.98027, -2.76089, -0.96364], [4.64547, -1.66222, 0.53802], [5.08998, -0.92364, -1.07703], [3.10231, -2.94408, -2.83943], [1.35007, -2.69901, -2.37101], [3.51620, -4.66472, -0.99105], [2.01103, -5.07200, -1.94768], [1.76550, -4.38531, -0.26178], [-9.36089, -1.57724, 1.99800], [-8.62666, -0.70888, 1.57313], [-8.05711, -0.83573, 0.35543], [-7.35147, 0.21396, -0.31261], [-5.90153, 0.25509, 0.12235], [-8.25904, 0.47777, 2.42303], [-7.85523, 1.17387, -0.18017], [-7.39993, -0.01477, -1.38082], [-5.80850, 0.46915, 1.18911], [-5.35382, 1.02050, -0.43289], [-5.42419, -0.71303, -0.04873], [-7.42082, 0.20922, 3.06851], [-9.11661, 0.74096, 3.04148], [-8.01398, 1.36853, 1.85201], [-8.32729, 2.66012, 3.55401], [7.15968, 5.61060, 0.70951], [8.07562, 5.31692, 0.38739], [6.90964, 6.49212, 0.35434], [7.10224, 5.58886, 1.68779], [8.51686, 3.87758, 0.96125]],
  "forces_ev_per_angstrom": [[-0.59, -0.21, 0.61], [-0.67, 0.67, -0.79], [0.42, 0.68, 0.73], [0.53, 0.56, 0.24], [1.37, 0.58, 0.45], [-0.64, -0.02, 0.74], [-0.25, -4.09, 0.30], [0.60, 5.02, -0.49], [-1.82, -3.31, -1.43], [2.08, 4.66, 1.62], [1.13, 1.48, 1.63], [-0.24, -1.47, -2.68], [-1.95, -2.49, 1.87], [-2.40, 1.78, 1.32], [1.46, -2.88, -1.31], [2.42, 2.15, -1.70], [-2.67, -0.31, -1.00], [1.25, -3.29, 1.16], [2.79, 1.39, 0.23], [3.67, 0.92, -3.79], [-3.65, -2.42, 3.20], [-1.19, 2.82, 2.02], [0.31, 0.07, -1.31], [0.19, 0.93, 0.32], [0.22, -0.53, -0.24], [0.02, -0.46, -1.18], [1.23, -0.34, 1.41], [-0.80, -1.37, -0.70], [-0.59, 1.61, 0.27], [-0.70, 0.65, -1.24], [0.61, -1.55, -0.31], [-0.52, 0.12, 1.51], [1.44, -1.41, -0.22], [-1.66, 0.14, -0.83], [0.72, -0.77, -1.46], [-0.61, -0.51, -1.63], [-1.05, 1.34, 0.09], [1.48, -0.60, -0.32], [0.27, 0.25, -0.60], [-0.30, -1.36, 1.29], [-0.95, 1.22, 0.64], [-0.16, -0.51, -1.78], [-1.04, -1.43, 0.75], [-1.05, 0.20, 1.55], [1.63, -0.08, 0.96], [-1.83, 0.73, 0.01], [0.63, 1.21, 1.30], [1.02, 0.17, -1.21], [0.55, 0.12, -1.02], [-0.22, 0.17, 1.64], [-0.18, -0.59, -0.99], [0.01, 0.06, 0.22], [0.14, 0.00, 0.26], [-0.51, -0.26, -0.69], [0.08, -0.06, 0.16], [-0.13, -0.19, 0.12], [-0.10, 0.13, -0.08], [-0.08, 0.00, 0.02], [-0.12, 0.03, -0.12], [-0.08, 0.10, -0.02], [0.34, -0.04, 0.03], [0.13, 0.01, 0.27], [0.13, 0.54, 0.21], [-1.76, 2.49, -0.53], [0.99, -2.76, 1.06], [-0.05, -0.27, 0.39], [0.53, -0.44, -0.45], [0.18, 1.01, -0.48]],
  "nbo_charge": [-0.62, -0.40, -0.43, -0.74, 1.37, -0.81, 0.39, -0.46, 0.24, -0.45, 0.58, -0.32, -0.30, 0.59, -0.29, -0.29, 0.57, -0.27, -0.31, 0.68, -0.50, -0.64, -0.50, -0.64, -0.42, -0.65, 0.20, 0.25, 0.21, 0.21, 0.21, 0.22, 0.25, 0.27, 0.29, 0.29, 0.31, 0.18, 0.50, 0.28, 0.25, 0.22, 0.25, 0.24, 0.24, 0.22, 0.25, 0.22, -0.61, 0.79, -0.53, -0.06, -0.63, -0.74, 0.20, 0.18, 0.23, 0.20, 0.20, 0.23, 0.29, 0.25, -0.89, -0.79, 0.59, 0.52, 0.57, -0.89],
  "homo_ev": -5.443,
  "de_lowest_ev": 4.314,
  "homo_lumo_gap_ev": 1.4,
  "e_tot_ev": -65587.108
}